DFT (wB97M-V/def2-TZVPD) results for a molecular structure, C38H47N9O4PPbS3.

The spin multiplicity is 1. As for the net charge: -1. The calculation puts the energy above the lowest of the compared OMol25 structures with the same formula, charge and spin at 0.692 eV.

XYZ file:
```
103
C38H47N9O4PPbS3, DFT wB97M-V/def2-TZVPD
Pb 1.3230 -0.2716 1.2242
C 6.4701 -2.4750 -0.1394
S 6.2939 -1.8596 1.5448
C 4.8204 -0.8553 1.5157
S 4.0172 -0.4313 0.0567
N 4.5772 -0.4829 2.7384
N 3.4687 0.3174 2.8928
C 3.6010 1.1709 3.8250
C 2.6072 2.2198 4.1339
C 2.8022 3.0135 5.2598
C 1.9170 4.0470 5.5132
C 0.8725 4.2663 4.6317
C 0.7559 3.4211 3.5362
N 1.5925 2.4201 3.2903
H 7.5206 -2.4003 -0.4175
H 5.8631 -1.8600 -0.8009
H 6.1413 -3.5115 -0.1980
H 4.5266 1.1787 4.4019
H 3.6366 2.8175 5.9221
H 2.0426 4.6738 6.3866
H 0.1554 5.0610 4.7895
H -0.0611 3.5424 2.8311
C -4.7446 0.3839 0.4290
C -3.5847 1.1075 0.6460
C -2.3567 0.4579 0.6823
C -2.2946 -0.9137 0.4998
C -3.4579 -1.6448 0.2647
C -4.6768 -0.9936 0.2349
N -0.9968 -1.5101 0.6369
N -0.9275 -2.7116 0.3826
C 0.3585 -3.3163 0.5981
C 0.3757 -4.6644 0.2398
C 1.5202 -5.4175 0.4309
C 2.6315 -4.8093 1.0014
C 2.5982 -3.4603 1.3407
C 1.4728 -2.6579 1.1451
H -5.7078 0.8768 0.4624
H -3.6409 2.1729 0.8351
H -1.4381 1.0032 0.8703
H -3.3905 -2.7196 0.1622
H -5.5912 -1.5614 0.1197
H -0.5265 -5.0986 -0.1763
H 1.5449 -6.4633 0.1507
H 3.5323 -5.3870 1.1800
H 3.4927 -3.0308 1.7804
N 0.2669 -0.9784 3.7142
C -1.1409 -0.8394 3.8825
C -1.9836 -1.9003 3.5723
C -3.3592 -1.7279 3.5936
C -3.9135 -0.4966 3.9225
C -3.0696 0.5494 4.2745
C -1.6913 0.3775 4.2626
S -5.6963 -0.2799 3.9452
O -5.8680 1.1657 3.9917
O -6.1183 -0.9844 5.1454
O -6.1453 -0.8977 2.7049
H 0.5753 -1.9395 3.7855
H 0.8067 -0.3851 4.3306
H -1.5550 -2.8555 3.2790
H -4.0185 -2.5476 3.3338
H -3.5163 1.4984 4.5453
H -1.0359 1.1904 4.5483
O 0.4718 0.4772 -1.3132
P 0.2319 0.7726 -2.7471
N -0.2756 2.3286 -2.9098
C -0.3191 3.0741 -4.1701
C -0.6949 4.4789 -3.7107
C -1.6699 4.2046 -2.5620
C -1.0635 2.9910 -1.8533
N -0.8870 -0.2285 -3.4538
C -0.9891 -1.6115 -2.9227
C -2.2633 -2.1318 -3.5665
C -3.1726 -0.9019 -3.5130
C -2.2300 0.2598 -3.8423
N 1.5533 0.6513 -3.7228
C 2.8503 1.1608 -3.2239
C 3.8710 0.2039 -3.8324
C 3.2033 -0.2029 -5.1475
C 1.7500 -0.4022 -4.7337
H -1.0839 2.6843 -4.8548
H 0.6435 3.0237 -4.6788
H -1.1304 5.0780 -4.5100
H 0.1933 4.9922 -3.3341
H -2.6532 3.9514 -2.9661
H -1.7912 5.0523 -1.8891
H -1.8275 2.3309 -1.4397
H -0.4100 3.2872 -1.0295
H -1.0963 -1.6031 -1.8381
H -0.1018 -2.1973 -3.1697
H -2.6679 -2.9888 -3.0281
H -2.0777 -2.4218 -4.6046
H -3.5762 -0.7860 -2.5046
H -4.0060 -0.9539 -4.2137
H -2.5081 1.1643 -3.3001
H -2.2534 0.4922 -4.9109
H 2.8817 1.1687 -2.1344
H 3.0159 2.1849 -3.5768
H 3.9901 -0.6659 -3.1817
H 4.8474 0.6689 -3.9612
H 3.6290 -1.0976 -5.6011
H 3.2743 0.6176 -5.8677
H 1.6223 -1.4025 -4.3085
H 1.0466 -0.2970 -5.5585
```